Below is 11 unconnected molecules or ions with the total composition C50H118N4O18 at a distorted geometry, with properties calculated with wB97M-V/def2-TZVPD.

Structure (XYZ):
```
190
C50H118N4O18 | the Open Molecules 2025 dataset | wB97M-V/def2-TZVPD
C 2.620 2.904 1.471
C 3.521 2.722 2.676
C 4.331 1.382 2.551
C 4.655 3.819 2.689
C 4.269 5.128 3.375
C 3.842 4.731 4.802
C 2.583 3.785 4.866
C 2.432 3.357 6.311
C 1.361 4.589 4.382
N 2.815 2.655 3.998
O 1.838 1.713 4.059
H 2.738 3.928 1.116
H 2.837 2.271 0.610
H 1.578 2.854 1.784
H 3.694 0.506 2.429
H 4.925 1.531 1.649
H 5.006 1.144 3.372
H 5.584 3.389 3.065
H 4.881 4.272 1.724
H 5.070 5.866 3.382
H 3.439 5.586 2.836
H 3.734 5.626 5.414
H 4.673 4.167 5.228
H 1.531 2.759 6.445
H 2.396 4.220 6.976
H 3.264 2.716 6.601
H 1.353 5.613 4.756
H 0.385 4.212 4.690
H 1.351 4.556 3.292
H 2.359 1.058 4.530
C -2.935 6.897 -1.158
C -2.851 5.560 -0.359
C -3.086 4.339 -1.345
C -1.505 5.377 0.263
C -1.253 6.166 1.556
C -2.297 5.785 2.579
C -3.736 5.946 2.120
C -4.423 4.917 3.010
C -4.081 7.435 2.340
N -3.930 5.441 0.686
O -5.193 5.631 0.164
H -1.900 7.064 -1.457
H -3.405 6.865 -2.141
H -3.286 7.756 -0.587
H -3.972 4.512 -1.955
H -2.187 4.208 -1.947
H -3.121 3.358 -0.871
H -1.276 4.322 0.417
H -0.628 5.619 -0.338
H -0.220 5.920 1.803
H -1.222 7.233 1.333
H -2.071 6.365 3.474
H -2.100 4.764 2.907
H -5.484 4.915 2.760
H -4.318 5.275 4.034
H -4.174 3.861 2.904
H -4.062 7.803 3.366
H -5.096 7.624 1.991
H -3.575 8.146 1.687
H -5.221 6.555 -0.097
C -1.426 0.161 -0.420
C -0.130 0.552 -1.115
C 0.052 2.075 -1.097
C 1.107 -0.007 -0.294
C 1.322 -1.501 -0.379
C 1.217 -2.045 -1.785
C 0.100 -1.513 -2.712
C 0.622 -1.819 -4.056
C -1.151 -2.342 -2.486
N -0.029 -0.045 -2.457
O -0.883 0.635 -3.360
H -1.724 0.831 0.386
H -2.294 0.108 -1.078
H -1.455 -0.847 -0.007
H 0.957 2.531 -1.499
H -0.690 2.666 -1.633
H 0.002 2.436 -0.069
H 2.070 0.477 -0.456
H 0.922 0.198 0.760
H 2.269 -1.795 0.076
H 0.535 -1.948 0.228
H 1.198 -3.134 -1.754
H 2.168 -1.739 -2.221
H 1.315 -1.015 -4.306
H -0.080 -1.782 -4.890
H 1.204 -2.729 -4.200
H -1.854 -2.255 -3.314
H -1.655 -2.194 -1.531
H -0.917 -3.405 -2.552
H -1.701 0.137 -3.297
C -0.079 -9.020 -2.744
C -1.295 -8.969 -1.849
C -2.358 -9.840 -2.576
C -0.943 -9.741 -0.520
C -0.147 -8.870 0.418
C -0.783 -7.536 0.676
C -1.202 -6.727 -0.605
C -2.232 -5.675 -0.145
C -0.051 -5.968 -1.263
N -1.882 -7.652 -1.559
O -2.278 -7.096 -2.753
H 0.203 -9.976 -3.184
H -0.236 -8.259 -3.508
H 0.896 -8.709 -2.368
H -1.997 -10.840 -2.818
H -3.217 -9.971 -1.918
H -2.716 -9.499 -3.547
H -1.864 -9.949 0.024
H -0.372 -10.633 -0.776
H 0.065 -9.341 1.378
H 0.841 -8.703 -0.009
H -0.139 -6.927 1.310
H -1.684 -7.685 1.270
H -3.052 -6.224 0.317
H -2.689 -5.011 -0.879
H -1.825 -5.023 0.628
H 0.838 -6.586 -1.391
H 0.095 -5.085 -0.641
H -0.387 -5.644 -2.248
H -3.169 -6.884 -2.466
O 4.335 2.049 -6.309
C 3.315 2.879 -5.764
C 2.483 2.029 -4.740
O 1.547 2.780 -4.013
H 4.530 2.467 -7.151
H 3.735 3.696 -5.178
H 2.660 3.311 -6.520
H 3.205 1.620 -4.033
H 2.105 1.139 -5.244
H 0.984 2.077 -3.680
O -1.977 -1.610 4.363
C -0.848 -1.719 3.499
C 0.384 -0.841 3.923
O 0.883 -1.166 5.168
H -2.154 -0.685 4.551
H -0.608 -2.781 3.436
H -1.161 -1.432 2.495
H 0.021 0.187 3.937
H 1.129 -0.923 3.131
H 0.179 -1.461 5.749
O -3.471 -0.403 -3.842
C -4.565 0.496 -3.869
C -4.729 1.141 -2.449
O -5.491 0.283 -1.580
H -3.856 -1.254 -4.062
H -4.364 1.200 -4.677
H -5.508 0.039 -4.169
H -5.360 2.017 -2.599
H -3.773 1.434 -2.015
H -4.949 -0.043 -0.858
O 3.495 -4.579 -5.134
C 3.580 -4.606 -3.710
C 4.579 -5.539 -3.088
O 4.208 -6.942 -2.961
H 3.428 -5.523 -5.298
H 3.891 -3.601 -3.428
H 2.597 -4.694 -3.247
H 4.727 -5.206 -2.060
H 5.554 -5.479 -3.571
H 4.980 -7.346 -2.560
O 1.631 -4.051 1.527
C 2.689 -4.079 2.381
C 3.825 -4.876 1.721
O 4.177 -4.343 0.436
H 2.029 -3.916 0.664
H 2.946 -3.028 2.514
H 2.443 -4.494 3.358
H 3.655 -5.949 1.626
H 4.577 -4.869 2.511
H 5.097 -4.567 0.279
O -4.317 -0.001 0.741
C -4.083 -0.419 1.988
C -5.299 -0.212 2.828
O -5.285 1.123 3.220
H -4.612 0.912 0.794
H -3.684 -1.434 2.010
H -3.211 0.168 2.275
H -5.152 -0.815 3.724
H -6.225 -0.602 2.403
H -5.537 1.700 2.495
O 3.781 6.862 -0.678
C 2.452 6.559 -1.001
C 2.451 5.351 -1.941
O 1.217 4.991 -2.384
H 3.779 7.435 0.093
H 1.876 6.317 -0.108
H 1.930 7.406 -1.448
H 2.965 4.534 -1.435
H 3.007 5.523 -2.863
H 1.287 4.391 -3.129
```

Calculated values
- molar mass (g mol⁻¹) = 1063.5
- energy above the lowest of the compared OMol25 structures with the same formula, charge and spin (kcal per mole) = 90.9
- net charge = 0
- spin multiplicity = 1
- HOMO energy (eV) = -8.00
- LUMO energy (eV) = 0.2